1.
10
Properties=species:S:1:pos:R:3:nbo_charge:R:1 method="wB97M-V/def2-TZVPD" orbital_gap_ha=0.270 charge=-1 relative_energy_kj_mol=458.9 total_energy_ev=-10334.37807
O -0.9271 -0.0478 2.5114 -0.62
O 0.7937 1.3920 0.0329 -0.70
O -0.7590 0.2337 -1.1920 -0.52
C -0.1020 0.5947 0.0246 0.60
C -0.5577 -0.1289 1.3519 0.44
C 0.3903 -1.0775 0.7904 -0.73
C -0.5972 0.6091 -2.4120 0.07
H 0.3137 1.3471 -2.3859 0.05
H 0.1353 -1.6712 -0.1380 0.23
H 1.3101 -1.2512 1.4165 0.20


2.
92
Properties=species:S:1:pos:R:3:mulliken_charge:R:1 method="wB97M-V/def2-TZVPD" orbital_gap_ha=0.277 relative_energy_kj_mol=0.0 total_energy_ev=-121691.74578
Ge 0.1677 -2.6575 2.0478 0.34
K 0.0783 0.6169 -0.3091 0.86
O 0.5284 -0.8581 2.0901 -0.24
O -1.5909 -0.6242 -1.5516 -0.92
N -2.2650 0.2777 1.4151 0.54
C -4.3216 -0.7416 0.7539 -0.21
C -3.1842 0.9587 -0.7158 -1.26
C 2.9882 -3.3572 1.6459 -0.66
C -1.5378 2.6750 -5.2511 -0.44
C 0.8240 0.3407 5.6056 -0.40
C -5.0427 -0.2837 -2.8721 0.03
C 1.7648 1.7028 2.0830 -0.04
C 1.0810 3.8721 1.3027 -0.57
C -4.7369 -3.0231 -2.6433 -0.77
C 1.7913 -3.6088 2.5767 -1.02
C 0.4828 1.4444 2.5766 -0.48
C -3.3127 -1.3270 2.8336 -0.43
C -0.9934 -5.4343 0.7750 0.38
C 0.2063 0.0416 3.1480 3.19
C -1.3604 0.6189 -4.0112 -0.22
C 1.1492 -0.1521 4.3426 0.04
C 4.2770 -4.1405 -0.3951 -1.46
C 3.2652 -0.9046 5.2369 -1.51
C 2.0615 2.8961 1.4440 -0.90
C -3.6941 -2.1718 -2.3002 0.14
C -1.2502 -0.1556 3.6116 -2.83
C -6.0885 -1.1280 -3.2156 -0.94
C -4.3366 -1.4914 1.9124 -1.38
C -0.1818 3.6430 1.8267 -1.08
C 3.1501 -4.4406 0.5832 0.00
C -2.8655 2.3222 -3.2742 0.00
C 2.3850 -0.7644 4.1725 -0.20
C -0.4050 -2.9971 0.2159 1.00
C -2.4810 3.1263 -4.3417 -1.09
C -3.8363 -0.7959 -2.3996 -0.97
C -2.3022 -0.4165 2.5542 0.28
C 1.7012 0.2029 6.6701 -1.03
C -1.4503 -4.1159 0.1604 -0.69
C -5.9412 -2.5049 -3.0969 -0.50
C 2.9256 -0.4258 6.4918 -0.58
C -3.2602 0.1338 0.5324 -0.23
C -2.6699 0.1024 -1.9307 2.10
C -0.9799 1.4136 -5.0812 -0.92
C -2.3119 1.0571 -3.0925 -0.13
C -0.4775 2.4398 2.4601 0.17
C -2.0383 -6.5336 0.6374 -1.64
H 1.3039 4.8053 0.8022 0.42
H 2.2095 -4.5648 0.0397 -0.05
H -0.8192 -2.0983 -0.2572 -1.21
H -4.6090 -4.0958 -2.5545 0.43
H -2.3672 -3.7787 0.6565 -0.04
H 3.3358 -5.3949 1.0856 0.36
H 5.2307 -4.0364 0.1266 0.32
H 2.0130 -3.3349 3.6078 0.52
H -1.7233 -4.2953 -0.8844 0.55
H -1.2389 3.2992 -6.0837 0.40
H 1.5430 -4.6745 2.5895 0.59
H -1.7000 -7.4717 1.0788 0.45
H -5.1068 -0.8300 0.0151 0.53
H -3.2964 -1.8903 3.7577 0.46
H 4.2204 -1.3910 5.0817 0.41
H 3.6097 -0.5373 7.3228 0.41
H 2.5438 0.9583 2.2006 0.29
H 2.9010 -2.3823 1.1488 0.07
H -6.7569 -3.1650 -3.3641 0.40
H -2.2661 -6.7205 -0.4140 0.35
H 3.9142 -3.3066 2.2281 0.59
H 0.4791 -3.2857 -0.3612 0.68
H -2.9214 4.1090 -4.4596 0.41
H -2.7442 -2.5414 -1.9382 0.03
H -1.4830 2.2826 2.8200 0.30
H -0.9268 -0.3606 -3.8540 0.49
H -0.2443 1.0488 -5.7882 0.40
H 3.0614 3.0702 1.0665 0.44
H -3.6022 2.7027 -2.5771 0.38
H 1.4251 0.5897 7.6427 0.42
H -2.4726 1.7692 -0.5298 0.61
H -0.9352 -2.9459 3.0847 -0.14
H -0.7617 -5.2924 1.8378 0.21
H -0.1181 0.8470 5.7695 0.38
H -5.1402 -2.1913 2.1051 0.42
H -0.0578 -5.7486 0.2993 0.07
H -7.0197 -0.7121 -3.5808 0.40
H -5.1720 0.7875 -2.9812 0.33
H -0.9525 4.3974 1.7335 0.44
H -4.1560 1.4174 -0.9120 0.75
H -1.5609 0.7132 4.1966 0.78
H 2.6573 -1.1373 3.1954 0.96
H -1.2650 -0.9938 4.3096 0.64
H 4.3867 -4.9333 -1.1356 0.42
H -2.9697 -6.2465 1.1297 0.33
H 4.0902 -3.2078 -0.9322 0.29


3.
76
Properties=species:S:1:pos:R:3:mulliken_charge:R:1 method="wB97M-V/def2-TZVPD" orbital_gap_ha=0.029 charge=+2 relative_energy_kj_mol=0.0 total_energy_ev=-391569.57244
Br 6.0195 -3.6325 1.8927 0.01
Br -7.0419 5.0837 -0.6307 -0.57
Br 3.7691 -5.0535 0.1218 0.03
Br 5.9029 -3.1205 -1.2617 -0.01
Cl -0.7539 2.2209 -4.1970 -0.17
S 0.0598 1.3089 -1.1401 1.26
S -5.2321 1.0077 0.4100 1.24
Al 1.3173 -9.5689 0.2810 0.77
F -6.9039 1.6445 -1.4560 -0.20
F 3.0714 -0.5022 -0.7345 -0.20
F -5.6764 3.3838 -0.7705 -0.20
F 0.6922 -1.2581 -1.1902 -0.22
F -0.0452 -0.5692 0.7280 -0.27
F 2.5122 1.0832 0.7457 -0.20
F -7.3417 2.5150 0.4988 -0.13
F 2.3281 -1.0096 1.2247 -0.27
O 4.6051 -14.0818 0.2849 -0.47
O -5.1343 -0.1508 -0.4250 -0.65
O -0.0410 5.5089 -2.4227 -0.60
O 5.2555 -12.8318 -1.4566 -0.59
O 3.0796 -8.2383 -0.2427 -0.68
O -3.0451 4.4457 -1.6738 -0.23
O 1.0347 2.3304 -1.3741 -0.51
O -0.5072 0.8661 -2.4139 -0.69
O 6.4801 -12.9486 0.4312 -0.61
O 0.7270 6.8270 -4.0864 -0.52
O 5.3255 -8.0922 -0.0563 -0.25
O -5.7433 0.6752 1.7068 -0.61
N -3.4962 5.1208 4.2351 -0.47
N -3.4180 2.7975 1.4028 0.23
C 2.1781 5.2005 -3.2178 -0.55
C 4.5165 -9.6200 -1.6343 -0.49
C 0.7449 -0.2307 -0.3379 0.60
C -4.8274 6.7595 2.6536 -0.14
C 4.8873 -3.4919 0.3373 0.39
C -1.1131 3.0432 0.8129 -0.61
C 4.2131 -8.5979 -0.5740 0.73
C -2.2352 3.4265 1.5557 -0.49
C 0.8082 5.9289 -3.2510 0.57
C 2.2220 -0.1036 0.2136 0.71
C -4.1669 8.1433 2.6398 -0.55
C -3.6249 1.7672 0.5196 -0.78
C -2.5504 1.2924 -0.2823 -0.08
C -4.1295 8.7870 4.0263 -0.49
C -1.2887 1.9273 -0.1408 0.32
C 5.5055 -13.2233 -0.3097 0.80
C 5.9577 -9.9505 -1.3477 -0.20
C -6.3979 2.1999 -0.3680 0.66
C -4.0742 5.8405 3.5405 0.22
C 6.4709 -8.6634 -0.7523 -0.59
Li -3.5971 11.6102 3.9728 0.99
H -3.1473 8.0650 2.2548 0.32
H -3.5321 8.2033 4.7272 0.39
H -4.1964 3.1014 1.9874 0.38
H -0.1341 3.5364 0.9210 0.54
H 2.9662 5.9175 -2.9916 0.31
H 6.8070 -7.9528 -1.5101 0.28
H 2.1853 4.4189 -2.4607 0.05
H 7.2801 -8.8315 -0.0459 0.38
H 4.3860 -9.1602 -2.6177 0.31
H -3.5310 5.2167 -2.0397 0.40
H -2.0989 4.4285 -1.9911 0.35
H -5.8567 6.8300 3.0097 0.34
H 6.0080 -10.7486 -0.6082 -0.08
H 6.5179 -10.2710 -2.2223 0.50
H -3.6757 9.7910 3.9755 -0.62
H 5.1071 -14.1604 1.1173 0.33
H -2.6941 0.4525 -0.9834 0.63
H -3.5087 3.5994 -1.8714 0.42
H -2.1380 4.2295 2.2979 0.40
H 4.2293 -2.6485 0.4998 -0.43
H 3.8749 -10.4972 -1.5333 0.27
H -4.7181 8.7925 1.9562 0.40
H 2.3731 4.7504 -4.1903 0.28
H -5.1358 8.8923 4.4375 0.50
H -4.8477 6.3419 1.6459 0.09


4.
16
Properties=species:S:1:pos:R:3:nbo_charge:R:1 method="wB97M-V/def2-TZVPD" orbital_gap_ha=0.269 relative_energy_kj_mol=0.0 total_energy_ev=-17927.36581
Rb -0.1907 -2.7996 -1.3893 0.99
F -3.7712 -0.6402 1.1399 -0.55
F -2.8741 -2.0130 -0.3125 -0.58
F -1.6036 -1.1208 1.3130 -0.58
F -2.3516 0.1400 -0.4821 -0.58
N 0.3668 0.5678 0.4640 -0.49
C 1.4977 1.1268 0.9947 -0.06
C 0.5693 0.3240 -0.8523 -0.12
C 1.8834 0.6323 -1.1220 -0.32
C 2.4573 0.9294 0.0714 -0.31
B -2.6587 -0.8961 0.4210 1.31
H 2.3510 0.5315 -2.0904 0.22
H 1.5480 1.5216 1.9987 0.21
H -0.4553 0.5266 1.0493 0.45
H -0.2541 -0.0379 -1.4503 0.21
H 3.4859 1.2077 0.2468 0.21


5.
67
Properties=species:S:1:pos:R:3:nbo_charge:R:1 method="wB97M-V/def2-TZVPD" orbital_gap_ha=0.208 charge=+1 relative_energy_kj_mol=48.8 total_energy_ev=-34084.92067
N -2.1950 -1.8197 -4.3863 -0.37
N 3.7289 3.4902 1.7420 -0.37
N -1.1138 -2.5015 3.2740 -0.46
C 1.5559 2.9428 2.1183 -0.09
C 3.5001 3.9909 3.0802 -0.20
C 3.7954 2.4824 -0.9390 -0.43
C -2.8380 -0.7952 -2.4627 -0.08
C 0.0114 -1.6359 -5.3969 -0.40
C -4.0982 -1.2940 -3.0932 -0.44
C -3.6332 -1.9799 -4.4041 -0.20
C 4.9476 3.7001 1.0084 -0.21
C -3.3448 -1.7387 3.4525 -0.41
C -1.2003 0.2280 -0.9791 -0.18
C -0.1428 -0.3387 -1.7651 -0.10
C 2.0189 3.6291 3.3627 -0.44
C 1.3084 1.9656 -0.5163 -0.12
C -1.8638 -3.7169 3.4698 -0.20
C -1.7583 -1.1820 -3.2821 0.34
C 2.6256 2.9366 1.2004 0.34
C -3.3397 -3.2839 3.4768 -0.41
C 0.2525 -2.5052 3.6634 -0.40
C 0.2367 1.7927 0.4236 -0.10
C -1.8724 -1.2888 3.4332 -0.20
C -0.4055 -0.9380 -2.9905 -0.11
C 5.0787 2.6640 -0.1066 -0.40
C 0.6100 -1.3569 -4.0050 -0.43
C -1.3117 -2.3989 -5.3622 -0.21
C -2.5625 -0.0841 -1.3190 -0.11
C 2.5520 2.4328 -0.1093 -0.11
C 0.3674 2.3679 1.7352 -0.13
C -0.9572 1.0919 0.1172 0.01
H 0.7268 -2.2015 -5.9997 0.23
H -3.8437 -1.3347 4.3354 0.22
H 4.1808 3.5020 3.7926 0.21
H -0.4762 2.3115 2.4216 0.22
H -3.3648 0.3001 -0.6912 0.22
H -1.6320 -4.4288 2.6580 0.18
H -1.8178 -2.3676 -6.3353 0.22
H 0.7609 -1.6104 3.2825 0.19
H 1.9439 2.9860 4.2474 0.24
H 1.3602 -0.5646 -4.1034 0.23
H 5.9057 2.9537 -0.7604 0.23
H -3.8522 -1.3617 2.5640 0.20
H 1.1471 -2.2467 -3.6469 0.23
H -0.1508 -0.6770 -5.9047 0.21
H -1.6485 -0.5878 2.6071 0.17
H 0.3860 -2.5192 4.7653 0.16
H 3.7182 3.2939 -1.6774 0.22
H -3.8310 -3.6716 4.3717 0.22
H 1.1496 1.7193 -1.5653 0.22
H -1.5851 -4.2249 4.4143 0.17
H -4.8054 -0.4854 -3.3127 0.24
H 3.6918 5.0726 3.1275 0.21
H -1.6029 -0.7577 4.3686 0.16
H 0.8850 -0.2695 -1.4116 0.23
H -1.8075 1.2849 0.7755 0.21
H 4.9578 4.7177 0.5764 0.20
H -1.1241 -3.4612 -5.1200 0.20
H -3.8377 -3.7001 2.6003 0.21
H -4.0610 -1.4896 -5.2912 0.21
H 1.4458 4.5428 3.5675 0.24
H -3.9056 -3.0439 -4.4497 0.21
H 5.3437 1.6984 0.3414 0.21
H 3.8772 1.5525 -1.5116 0.23
H 0.7471 -3.4002 3.2643 0.20
H 5.7833 3.6353 1.7167 0.22
H -4.6166 -2.0231 -2.4569 0.24


6.
13
Properties=species:S:1:pos:R:3:nbo_charge:R:1 method="wB97M-V/def2-TZVPD" smiles="C#CC=C=CC=[NH2+]" orbital_gap_ha="0.289 / 0.289" charge=+1 relative_energy_kj_mol=264.1 total_energy_ev=-7797.00587
N -1.1755 -0.6182 0.4430 -0.65
C 2.0888 -0.3467 -0.0643 0.04
C 1.0373 1.4621 0.0470 0.39
C -0.2344 1.4557 -0.4064 -0.44
C -1.2821 0.5366 -0.1745 0.24
C 1.4767 -1.4132 -0.3770 -0.24
C 2.2098 0.9845 0.3639 -0.32
H -2.0413 -1.2782 0.4116 0.45
H -2.2838 0.9640 -0.5502 0.25
H 2.8693 1.3991 1.0070 0.28
H -0.2519 -0.9961 0.4278 0.43
H -0.4725 2.2916 -1.1286 0.29
H 1.1138 -2.4046 -0.4906 0.27